Here is a cluster of 3 separate species, H6S3 in total from OMol25. Energies are from ωB97M-V/def2-TZVPD.

Results
SMILES   S.S.S
LUMO   0.63 eV
Orbital gap   10.20 eV
Charge   0

CARTESIAN COORDINATES (ANGSTROEM)
S: -0.61689 2.79526 0.05434
H: -1.05395 3.80158 0.82002
H: 0.32938 2.43518 0.92865
S: 2.38333 -0.10418 -0.45702
H: 1.74634 -0.92631 0.38779
H: 1.72290 -0.60440 -1.50904
S: -1.13648 -2.03052 0.17104
H: -1.30468 -2.52483 -1.06249
H: -2.06995 -2.84177 0.66671

Force components x, y, z for each atom (eV/Å):
-0.01 -0.05 -0.08
0.02 0.00 0.05
0.00 0.03 0.01
-0.04 -0.01 0.02
0.02 0.00 0.00
0.01 0.03 -0.01
0.05 0.09 -0.11
0.04 0.03 0.00
-0.10 -0.11 0.11